[1]
# C3H6INS

A single C3H6INS molecule at a distorted geometry (ωB97M-V with the def2-TZVPD basis set, the Open Molecules 2025 dataset).

Results
Relative energy (zero: lowest compared OMol25 entry of this formula, charge and spin) in kcal per mole: 15.0
E_tot in eV: -23631.89965
Lowest unoccupied orbital energy in eV: -1.12
Frontier orbital gap in eV: 7.2

Each line ends with the Löwdin charge.
Positions of all 12 atoms, in Å:
C 1.14212 -0.23979 -0.49098  -0.33
C -0.00542 1.57396 0.45789  -0.14
C 0.36350 -1.16050 0.38382  -0.53
N 0.69930 1.13560 -0.47966  -0.03
S -1.18087 -1.62058 0.01321  0.59
I -3.17865 0.19399 -0.00259  0.10
H 2.19463 -0.25344 -0.19611  0.12
H 1.07929 -0.55891 -1.53974  0.11
H -0.30570 1.00925 1.34245  0.05
H -0.34677 2.59671 0.40382  0.07
H 0.64083 -1.28651 1.41796  0.06
H -1.10227 -1.38976 -1.31007  -0.07

[2]
# C3H6N

A gas-phase ion, C3H6N (charge +1) at a distorted geometry (ωB97M-V with the def2-TZVPD basis set, the Open Molecules 2025 dataset).

Results
Relative energy (zero: lowest compared OMol25 entry of this formula, charge and spin) in kcal per mole: 70.3
E_tot in eV: -4687.06994
Lowest unoccupied orbital energy in eV: -6.79
Frontier orbital gap in eV: 8.5
Total charge: +1

Each line ends with the Löwdin charge.
Positions of all 10 atoms, in Å:
C 1.14533 0.63875 0.11592  0.23
C -0.93227 -0.32399 0.33387  -0.10
C 0.68343 -0.67511 -0.14820  -0.08
N -1.85876 0.34844 -0.06690  0.21
H 1.42113 0.95214 1.02544  0.07
H 1.07193 1.36895 -0.77259  0.16
H -1.04516 -1.15885 0.94626  0.12
H 1.07175 -1.48230 0.39121  0.11
H 0.50225 -0.88898 -1.18048  0.12
H -2.05964 1.22094 -0.64452  0.16

[3]
# C3H6N

A gas-phase ion, C3H6N (charge +1) at a distorted geometry (ωB97M-V with the def2-TZVPD basis set, the Open Molecules 2025 dataset).

Results
Relative energy (zero: lowest compared OMol25 entry of this formula, charge and spin) in kcal per mole: 50.9
Structure (SMILES): C1[C@H]2C[N@@H+]12
E_tot in eV: -4687.90737
Lowest unoccupied orbital energy in eV: -3.84
Frontier orbital gap in eV: 13.6
Total charge: +1

Each line ends with the Löwdin charge.
Positions of all 10 atoms, in Å:
C -0.82610 0.79908 -0.31185  0.17
C 0.99507 -0.41993 -0.17352  -0.07
C -0.35671 -0.58075 -0.35826  -0.16
N 0.12014 0.10576 0.83890  0.14
H -0.53187 1.62927 -0.83155  0.11
H -1.76298 0.89979 0.15158  0.12
H 1.83513 -1.11100 0.01304  0.17
H 1.44484 0.37738 -0.74958  0.14
H -0.80868 -1.58489 -0.48184  0.19
H -0.03646 -0.17374 1.79076  0.19

[4]
# C3H6N

A gas-phase ion, C3H6N (charge +1) at a distorted geometry (ωB97M-V with the def2-TZVPD basis set, the Open Molecules 2025 dataset).

Results
Relative energy (zero: lowest compared OMol25 entry of this formula, charge and spin) in kcal per mole: 96.9
Structure (SMILES): C=C[NH+]=C
E_tot in eV: -4685.91297
Lowest unoccupied orbital energy in eV: -8.38
Frontier orbital gap in eV: 6.0
Total charge: +1

Each line ends with the Löwdin charge.
Positions of all 10 atoms, in Å:
C -0.16357 0.37934 -0.45962  -0.16
C -1.29116 0.75288 -1.21401  0.19
C 1.47853 -0.60404 0.94442  0.23
N 0.01612 -0.36354 0.66928  0.06
H 0.76336 0.78512 -0.87076  0.13
H -2.13080 0.06317 -1.21064  0.09
H -1.18812 1.52358 -2.00095  0.10
H 1.56313 -0.67311 2.00112  0.07
H 1.78187 -1.53400 0.41452  0.14
H -0.79773 -0.74261 1.11426  0.17

[5]
# C3H6N

2 unconnected molecules or ions with the total composition C3H6N at a distorted geometry (ωB97M-V with the def2-TZVPD basis set, the Open Molecules 2025 dataset).

Results
Relative energy (zero: lowest compared OMol25 entry of this formula, charge and spin) in kcal per mole: 80.5
E_tot in eV: -4686.62578
Lowest unoccupied orbital energy in eV: -6.27
Frontier orbital gap in eV: 9.2
Total charge: +1

Each line ends with the Löwdin charge.
Positions of all 10 atoms, in Å:
C 2.10813 -0.03063 0.36716  0.02
C -1.15349 0.57046 0.16248  0.19
C -2.12212 -0.23797 -0.00920  0.02
N 1.10815 -0.05156 -0.42301  0.05
H 1.83353 0.24620 1.37147  0.09
H 3.05235 -0.36668 -0.05663  0.10
H -0.66888 1.55281 0.14500  0.10
H -2.05003 -1.28198 -0.50732  0.14
H -3.24898 -0.14960 0.38878  0.18
H 1.14134 -0.25105 -1.43874  0.11

[6]
# C3H6N2

A single C3H6N2 molecule (ωB97M-V with the def2-TZVPD basis set, the Open Molecules 2025 dataset).

Results
Relative energy (zero: lowest compared OMol25 entry of this formula, charge and spin) in kcal per mole: 41.3
Structure (SMILES): C[C@@H]1N=C1N
E_tot in eV: -6186.75312
Lowest unoccupied orbital energy in eV: 0.86
Frontier orbital gap in eV: 10.1

Each line ends with the Löwdin charge.
Positions of all 11 atoms, in Å:
C -1.41066 -0.73799 -0.09254  -0.08
C 0.02436 -0.59879 -0.52885  -0.30
N 1.40012 1.44996 0.35196  0.15
C 0.96898 0.18034 0.19733  -0.47
N 1.21034 -1.05328 0.32731  0.18
H -1.78161 -1.74552 -0.28977  0.07
H -1.51627 -0.51455 0.97395  0.07
H -2.05452 -0.03422 -0.64124  0.07
H 0.19000 -0.64140 -1.60905  0.12
H 2.31920 1.61304 0.72568  0.10
H 0.65005 2.08240 0.58522  0.10